1.
This record from OMol25 describes a cluster of 2 separate species, C4H8FN in total. The level of theory is the ωB97M-V functional and the def2-TZVPD basis.

Structure (XYZ):
```
14
Properties=species:S:1:pos:R:3:forces:R:3
H -2.07017 -1.12093 0.58607 -0.428 0.930 -0.713
N -2.28668 -0.29944 -0.04821 1.101 -3.569 1.835
C -1.25095 0.27516 -0.41699 2.988 1.399 -0.442
C 0.21507 -0.00835 -0.01018 0.038 1.586 -0.628
C 1.46825 0.51080 -0.30583 -2.472 -2.247 -0.971
C 2.67852 -0.10903 0.30151 2.183 0.953 -1.711
H -1.54024 1.10599 -1.00105 0.730 1.241 -1.115
H 0.16387 -0.71708 0.78438 0.362 -0.632 0.682
H 1.74085 1.08751 -1.18969 -0.869 0.478 0.250
H 2.52226 -0.29142 1.31613 -0.081 -0.675 1.675
H 3.52581 0.64195 0.21065 -0.869 -0.808 0.323
H 3.09858 -1.01744 -0.23642 -0.923 0.905 0.562
F -4.55806 0.05992 0.16654 -3.241 0.481 0.606
H -3.70711 -0.11763 -0.15690 1.480 -0.041 -0.352
```
Forces are in eV/Å.

Computed properties:
energy: -8483.5845 eV
ΔE to the lowest compared entry with this formula, charge and spin: 140.2 kJ/mol
2S+1: 1
frontier orbital gap: 10.1089 eV
SMILES: [H]/N=C\C=C\C.F
max |F|: 4.16 eV Å⁻¹
HOMO energy: -10.15 eV

2.
This record from OMol25 describes an isolated molecule of C6H10ClF. The level of theory is the ωB97M-V functional and the def2-TZVPD basis.

Structure (XYZ):
```
18
Properties=species:S:1:pos:R:3:forces:R:3
C -0.99371 1.91872 -0.59403 -0.446 0.300 1.654
C -0.20972 0.64801 -0.16605 -1.526 1.496 -2.046
C 1.08408 0.56074 -0.38331 2.293 1.301 0.190
C 2.03633 -0.59357 -0.50927 -0.403 0.193 0.326
F 1.44681 -1.74613 -0.99408 -0.008 -0.027 -0.284
C -1.14401 -0.39485 0.28242 -0.137 -1.415 0.704
C -0.50813 -1.35130 1.29282 -0.412 -0.706 0.011
Cl -1.89834 -1.41551 -1.06157 0.343 0.507 0.270
H -1.38113 2.39749 0.37424 0.442 -0.269 -1.420
H -1.90654 1.63849 -1.17446 0.773 -0.053 0.414
H -0.43677 2.65177 -1.20193 -0.035 -0.412 0.504
H 1.68619 1.53110 -0.43958 -1.138 -1.153 -0.495
H 2.83720 -0.28160 -1.17288 0.007 -0.143 -0.365
H 2.50581 -0.85526 0.42259 0.198 -0.095 0.676
H -2.02021 0.09145 0.70336 0.028 0.047 0.086
H 0.05635 -0.83968 2.08698 -0.046 0.097 -0.485
H -1.29527 -1.92270 1.82036 0.386 0.068 -0.458
H 0.14105 -2.03716 0.71439 -0.318 0.263 0.718
```
Forces are in eV/Å.

Computed properties:
energy: -21623.0532 eV
ΔE to the lowest compared entry with this formula, charge and spin: 77.8 kJ/mol
2S+1: 1
frontier orbital gap: 10.3800 eV
SMILES: C/C(=C/CF)[C@H](C)Cl
max |F|: 2.96 eV Å⁻¹
HOMO energy: -9.47 eV

3.
This record from OMol25 describes a structure of composition C18H29FINO6SSb. The level of theory is the ωB97M-V functional and the def2-TZVPD basis.

Structure (XYZ):
```
58
Properties=species:S:1:pos:R:3:forces:R:3
C 8.61293 -0.90127 0.21359 -0.648 0.460 -0.188
C 7.39286 -0.27532 -0.43906 -0.126 -0.475 0.479
O 6.32528 -0.37584 0.48512 0.114 -0.078 -0.043
C 5.06129 -0.20627 -0.12505 -0.057 0.578 0.357
C 4.00040 -0.06967 0.96410 -0.093 -0.290 -0.572
C 2.69691 -0.84037 0.69492 0.053 0.408 0.372
C 1.47775 0.03108 1.05442 0.560 -1.032 0.324
C 0.22731 -0.77053 1.33480 -0.395 0.228 -0.571
Sb -1.54219 0.37656 0.63798 1.282 -0.714 -1.780
C -3.26975 1.54966 0.02658 -0.587 0.276 0.521
C -4.47462 1.63370 0.95864 0.438 0.001 -0.247
O -5.39419 0.54245 0.75270 -0.371 0.549 -0.025
C -6.46374 0.74068 -0.04000 -1.221 -1.297 -0.052
C -6.45288 1.80080 -1.11599 -0.070 0.249 0.382
O -7.43412 0.00895 0.07678 1.162 0.699 -0.009
C -2.75723 -1.45709 0.99078 -0.382 -0.241 -0.063
C -3.73091 -1.82836 -0.06495 -0.220 0.811 -1.079
O -3.91281 -1.35545 -1.14327 0.175 -0.526 1.013
I -5.04373 -3.54572 0.48076 0.058 -0.057 0.049
C -0.96076 -0.18466 -1.42195 -0.369 0.007 0.527
C -0.89574 -1.48514 -1.88483 -0.239 0.105 0.845
C -0.50376 -1.74688 -3.16422 0.252 -0.977 -0.960
N -0.12539 -0.84286 -4.06855 -0.167 0.129 0.628
C -0.16986 0.39827 -3.59339 0.433 0.419 -1.239
C -0.57657 0.76561 -2.34097 -0.116 0.470 0.697
S -1.83417 1.16359 3.11496 -0.894 0.426 0.389
O -2.03042 2.58987 3.13178 0.300 0.637 -0.001
O -2.86452 0.42462 3.80500 0.100 -0.570 0.389
F -0.46705 0.93728 3.98734 -0.010 -0.088 0.022
H 9.35213 -1.15364 -0.53473 0.317 -0.046 -0.019
H 9.00211 -0.20123 0.94087 0.350 0.004 0.198
H 8.26092 -1.78082 0.73097 0.167 -0.414 0.120
H 7.57783 0.77085 -0.67655 -0.055 0.218 -0.295
H 7.11466 -0.82754 -1.33554 0.064 0.022 -0.351
H 5.07798 0.72077 -0.70320 0.009 0.111 -0.256
H 4.83858 -1.00630 -0.83347 0.099 -0.350 0.056
H 3.76917 0.98380 1.05813 -0.083 0.293 0.131
H 4.43008 -0.37892 1.90978 0.140 -0.099 0.165
H 2.63337 -1.14907 -0.34433 -0.060 -0.039 -0.265
H 2.69318 -1.74960 1.28845 -0.042 -0.223 0.104
H 1.75493 0.57229 1.95061 -0.126 0.523 0.115
H 1.35420 0.71549 0.22103 -0.213 0.449 -0.023
H 0.22508 -1.65458 0.69942 -0.147 -0.186 -0.110
H 0.13440 -1.10297 2.36276 0.014 0.100 0.241
H -0.54863 1.80829 0.43972 -0.002 0.065 0.212
H -3.62248 1.20724 -0.93921 0.132 -0.401 -0.200
H -2.91729 2.56185 -0.14412 0.378 0.181 0.160
H -4.94826 2.59447 0.80207 -0.443 0.095 -0.044
H -4.23301 1.61517 2.01343 0.145 -0.226 0.156
H -6.25281 2.78399 -0.70963 0.256 0.214 0.009
H -7.44635 1.83767 -1.52904 -0.299 -0.157 -0.182
H -5.74612 1.58621 -1.90787 0.276 -0.108 -0.008
H -3.27944 -1.45674 1.94267 -0.043 0.172 0.215
H -2.04884 -2.27918 1.05341 0.181 -0.203 0.030
H -1.15748 -2.30318 -1.23529 -0.081 -0.314 0.043
H -0.49467 -2.77920 -3.48967 0.062 -0.136 -0.162
H 0.15077 1.17904 -4.27195 0.038 0.052 -0.204
H -0.56435 1.80811 -2.06677 0.003 0.292 -0.003
```
Forces are in eV/Å.

Computed properties:
energy: -61101.1697 eV
2S+1: 1
frontier orbital gap: 7.8263 eV
max |F|: 2.31 eV Å⁻¹
HOMO energy: -5.35 eV
charge: -1

4.
This record from OMol25 describes a structure of composition C22H24N5O3V. The level of theory is the ωB97M-V functional and the def2-TZVPD basis.

Structure (XYZ):
```
55
Properties=species:S:1:pos:R:3:forces:R:3
V 0.66715 0.33334 0.53519 0.610 0.265 0.215
C 3.60936 2.64495 -1.71094 -0.019 0.010 -0.015
C 4.69677 1.78395 -1.73574 0.005 -0.008 0.005
C 4.55975 0.51955 -1.17267 0.032 -0.003 -0.038
C 3.36145 0.15153 -0.60579 -0.062 0.053 0.011
N 2.28783 1.00476 -0.56058 0.026 -0.040 0.084
C 2.43800 2.23195 -1.11614 0.037 -0.001 -0.014
C 3.10252 -1.16217 -0.01109 -0.044 0.011 -0.050
C 3.99277 -2.20946 0.09004 0.000 -0.006 -0.004
C 3.57022 -3.39619 0.68221 -0.005 -0.014 0.006
C 2.26416 -3.50801 1.15096 0.018 -0.014 -0.023
C 1.41645 -2.43217 1.01652 0.057 -0.004 0.052
N 1.83493 -1.28049 0.44444 -0.024 -0.051 0.091
H 3.66132 3.63377 -2.14673 0.008 -0.002 0.001
H 5.63436 2.08563 -2.18718 -0.001 -0.004 0.000
H 5.39042 -0.17239 -1.18566 -0.002 0.000 -0.001
H 1.59640 2.90227 -1.09407 -0.002 -0.009 0.025
H 5.00437 -2.11532 -0.27912 0.002 -0.008 0.005
H 4.25633 -4.22972 0.77449 0.004 0.005 0.005
H 1.90641 -4.41849 1.61286 0.005 -0.004 -0.003
H 0.39519 -2.47540 1.37303 0.006 0.020 0.002
O 0.89131 2.75988 3.70230 0.197 -0.413 0.126
C 0.56568 2.57351 2.64586 -0.314 1.307 0.124
O 0.84452 0.77680 2.04436 -0.156 -0.814 -0.531
C -0.05400 3.09726 1.43332 0.022 -0.502 -0.283
C -0.54433 4.38291 1.47754 0.002 0.047 0.119
C -1.21861 4.85966 0.34369 -0.019 0.008 -0.032
C -1.37587 4.01914 -0.74000 -0.027 0.060 0.012
C -0.83239 2.73305 -0.70043 0.081 -0.068 0.031
N -0.16348 2.26834 0.35807 -0.088 0.346 -0.001
H -0.42671 4.99364 2.36618 -0.001 0.011 -0.005
H -1.62083 5.86652 0.33429 0.005 0.002 0.014
H -1.91062 4.34192 -1.62505 0.003 -0.007 -0.003
H -0.92552 2.07050 -1.55326 0.002 0.000 0.002
C -2.48866 -0.53482 2.23269 -0.024 -0.008 0.077
N -2.76223 -1.20086 0.95642 0.256 0.180 -0.012
C -4.01599 -1.99496 0.90254 -0.113 -0.097 -0.057
C -3.97574 -2.97663 -0.24777 0.018 0.021 -0.002
C -3.55308 -2.26037 -1.51473 -0.132 -0.081 0.034
N -2.25726 -1.57420 -1.29136 0.242 0.170 0.050
C -1.36667 -1.50089 -2.45478 0.023 -0.021 -0.084
C -1.97827 -1.09573 -0.09861 -0.447 -0.337 -0.017
O -0.78724 -0.45873 0.05289 -0.182 -0.012 0.083
H -1.96380 -1.19711 2.92316 0.011 -0.013 -0.033
H -3.44347 -0.26793 2.68142 -0.011 -0.010 -0.009
H -1.92516 0.38299 2.08628 -0.006 0.008 -0.018
H -4.84909 -1.29448 0.81264 0.010 0.003 0.005
H -4.10676 -2.50653 1.86039 0.013 0.009 0.000
H -4.96426 -3.41231 -0.38500 -0.012 0.003 -0.003
H -3.29002 -3.79857 -0.03303 0.004 0.008 0.001
H -4.28740 -1.51509 -1.82921 0.013 0.004 0.002
H -3.40489 -2.95633 -2.33780 0.007 0.008 -0.001
H -1.12360 -2.51032 -2.78515 0.000 -0.004 0.026
H -0.44680 -0.97222 -2.22592 -0.012 -0.004 0.014
H -1.88494 -0.98993 -3.26598 -0.016 -0.001 0.016
```
Forces are in eV/Å.

Computed properties:
energy: -62443.5681 eV
ΔE to the lowest compared entry with this formula, charge and spin: 0.0 kJ/mol
2S+1: 1
frontier orbital gap: 5.5203 eV
max |F|: 1.35 eV Å⁻¹
HOMO energy: -21.08 eV
charge: +4